Formula: C2H4N2O
Source: the Open Molecules 2025 dataset
Level of theory: the ωB97M-V functional and the def2-TZVPD basis

Values from the calculation:
Strongest force on any atom: 3.7 eV/Å
Lowest unoccupied orbital energy (spin up / spin down): -0.48 / 0.01 eV
Energy above the lowest of the compared OMol25 structures with the same formula, charge and spin: 101.6 kcal per mole
Energy: -263.20141 Eh

Atoms and positions in Å:
C  0.86  1.41  0.12
C  -1.23  0.38  0.13
N  -0.14  0.66  -0.24
N  0.35  -1.79  0.22
O  -2.33  -0.02  0.19
H  0.93  1.96  0.96
H  1.47  1.57  -0.74
H  -0.52  -2.43  0.14
H  0.61  -1.74  -0.78

***

Formula: C2H4N2O
Source: the Open Molecules 2025 dataset
Level of theory: the ωB97M-V functional and the def2-TZVPD basis

Values from the calculation:
Strongest force on any atom: 1.4 eV/Å
Lowest unoccupied orbital energy: 0.83 eV
Structure (SMILES): [H]/N=C/NC=O
Energy above the lowest of the compared OMol25 structures with the same formula, charge and spin: 19.0 kcal per mole
Energy: -263.33295 Eh

Atoms and positions in Å:
N  -0.66  1.22  1.09
C  -0.87  0.14  0.46
N  0.23  -0.72  0.06
C  1.05  -0.36  -0.99
O  2.23  -0.63  -1.07
H  -1.44  1.83  1.37
H  -1.74  -0.39  0.09
H  0.70  -1.28  0.77
H  0.51  0.19  -1.78